Below is a structure of composition C30H19F3MgN6, with properties calculated with ωB97M-V/def2-TZVPD.

Element x y z (Å)
Mg -0.01 -0.22 0.17
F 1.43 -9.67 -0.53
F -0.49 -9.73 -1.51
F -0.37 -9.82 0.65
N -1.26 2.51 -0.76
N 2.06 0.32 -0.49
N -0.28 0.90 7.67
N -4.36 -0.06 -0.49
N -2.07 0.33 -0.48
N -0.07 1.82 -0.64
C -5.23 3.99 -0.88
C 0.08 -0.71 4.58
C 4.41 -0.03 -0.66
C 1.01 2.40 -0.96
C 3.12 -0.47 -0.40
C 2.24 1.60 -0.86
C 0.16 -9.23 -0.44
C -0.24 0.75 6.53
C 0.09 -7.74 -0.38
C -6.27 3.06 -0.80
C -4.68 1.30 -0.63
C -3.09 -0.46 -0.41
C -6.01 1.72 -0.67
C -0.01 -4.95 -0.35
C 3.49 2.12 -1.14
C -0.48 -7.08 0.69
C 4.59 1.29 -1.04
C -0.10 -2.30 -0.31
C -0.08 0.17 2.29
C -2.26 1.70 -0.65
C -0.06 -3.52 -0.32
C 0.62 -7.01 -1.45
C -0.34 1.42 2.88
C -0.18 0.55 5.11
C -0.53 -5.70 0.71
C 0.13 -0.88 3.21
C 0.57 -5.63 -1.43
C -3.63 2.21 -0.71
C -0.40 1.63 4.25
C -3.92 3.57 -0.83
H -0.97 -5.18 1.55
H -0.51 2.29 2.25
H -3.10 4.27 -0.89
H -0.61 2.61 4.66
H -2.90 -1.52 -0.28
H 0.25 -1.54 5.25
H 5.59 1.67 -1.25
H -5.46 5.05 -0.97
H -0.88 -7.65 1.52
H -7.30 3.40 -0.83
H 1.06 -7.52 -2.29
H -6.81 1.00 -0.61
H 1.03 3.43 -1.32
H 0.97 -5.06 -2.25
H 0.32 -1.88 2.83
H 2.92 -1.50 -0.11
H 5.24 -0.71 -0.58
H -5.10 -0.74 -0.42
H 3.59 3.16 -1.43

The energy is -53956.40396 eV. The spin multiplicity is 1. Its orbital gap is 0.255 hartree. As for the largest force on an atom: 0.3 eV/Å.



Below is a structure of composition C30H19F5N4O4S2Sn, with properties calculated with ωB97M-V/def2-TZVPD.

Element x y z (Å)
Sn -0.33 -0.91 -0.45
S 1.68 3.31 -1.96
S 2.18 0.58 -3.00
F -5.24 1.34 -1.11
F -2.77 0.75 -5.07
F -5.05 1.53 -3.81
F -3.20 0.36 0.33
F -0.71 -0.21 -3.64
O 1.51 -1.68 -1.09
O -1.72 -2.42 -0.48
O 0.19 4.45 1.26
O -0.61 0.29 1.21
N 1.82 -2.39 1.09
N 0.44 2.06 0.19
N 0.83 1.12 -0.74
N 0.45 -2.39 1.02
C 3.75 -2.08 -0.27
C -1.69 -3.02 1.85
C -4.43 -3.47 1.67
C -2.86 0.67 -3.74
C 2.18 1.92 -4.21
C 4.58 -2.50 0.77
C -0.27 -2.86 1.97
C 5.69 -1.68 -1.64
C 2.28 -2.05 -0.09
C 5.95 -2.50 0.60
C -1.54 1.88 3.24
C -0.78 2.44 2.21
C -2.04 2.66 4.26
C -2.42 -3.50 2.96
C 2.65 3.17 -3.48
C -0.29 1.54 1.14
C 1.48 1.57 -1.74
C -1.05 4.61 3.24
C -2.36 -2.78 0.62
C -3.75 -3.01 0.57
C -1.81 0.18 -2.98
C -4.02 1.07 -3.10
C -3.05 0.47 -1.00
C -1.87 0.08 -1.61
C -1.80 4.04 4.25
C -3.77 -3.72 2.88
C -0.53 3.82 2.21
C 6.51 -2.08 -0.60
C -4.12 0.97 -1.72
C 4.31 -1.68 -1.48
H 7.58 -2.08 -0.73
H -1.72 0.82 3.22
H 0.23 -3.25 2.85
H 3.66 -1.38 -2.29
H 1.17 2.04 -4.60
H 3.70 3.10 -3.22
H -1.89 -3.68 3.88
H -4.24 -2.82 -0.38
H -2.20 4.66 5.03
H 4.13 -2.81 1.70
H 6.12 -1.36 -2.58
H 0.50 3.77 0.63
H 2.85 1.64 -5.01
H -4.32 -4.08 3.73
H -2.62 2.22 5.06
H 2.47 4.07 -4.06
H -5.50 -3.65 1.60
H -0.85 5.67 3.21
H 6.59 -2.81 1.41

The energy is -86657.80734 eV. The spin multiplicity is 1. Its orbital gap is 0.289 hartree. As for the largest force on an atom: 1.1 eV/Å.



Question: What is the orbital gap in the second record?
Answer: 0.289 hartree